[1]
{
  "formula": "C18H21N7OSZn",
  "method": "ωB97M-V/def2-TZVPD",
  "charge": 2,
  "de_lowest_kcal_mol": 0.7,
  "max_force_ev_per_a": 0.36,
  "homo_ev": -14.04,
  "orbital_gap_ev": 8.6,
  "elements": ["Zn", "N", "N", "C", "N", "S", "H", "H", "H", "H", "H", "O", "C", "C", "C", "C", "C", "C", "N", "H", "H", "H", "H", "H", "H", "H", "C", "C", "N", "C", "C", "C", "C", "C", "C", "C", "C", "N", "C", "N", "H", "H", "H", "H", "H", "H", "H", "H", "H"],
  "positions_angstrom": [[-0.590, -0.073, 0.215], [2.343, -0.860, -1.694], [2.990, -0.453, -0.496], [2.501, -0.698, 0.712], [3.242, -0.381, 1.767], [1.006, -1.522, 0.986], [2.290, -1.880, -1.674], [2.979, -0.626, -2.453], [3.898, -0.022, -0.600], [4.191, -0.046, 1.698], [2.878, -0.582, 2.684], [-0.288, 0.221, -1.776], [-1.279, -0.436, -2.592], [-2.570, -0.491, -1.818], [-3.806, -0.573, -2.431], [-4.938, -0.666, -1.635], [-4.806, -0.651, -0.253], [-3.541, -0.546, 0.288], [-2.447, -0.488, -0.485], [0.614, -0.073, -2.027], [-0.949, -1.458, -2.805], [-1.392, 0.105, -3.530], [-3.881, -0.560, -3.509], [-5.916, -0.734, -2.090], [-5.669, -0.710, 0.394], [-3.378, -0.493, 1.359], [-2.196, 3.451, 1.921], [-1.557, 2.599, 1.048], [-0.972, 1.464, 1.470], [-1.025, 1.141, 2.765], [-1.717, 1.899, 3.701], [-2.282, 3.091, 3.260], [-1.825, 1.496, 5.110], [-2.043, 0.290, 5.646], [-2.309, -1.032, 5.049], [-2.504, -2.103, 5.916], [-2.754, -3.348, 5.361], [-2.812, -3.532, 4.047], [-2.628, -2.450, 3.307], [-2.381, -1.214, 3.718], [-2.631, 4.371, 1.559], [-1.499, 2.809, -0.013], [-0.516, 0.235, 3.056], [-2.806, 3.730, 3.960], [-1.741, 2.318, 5.813], [-2.077, 0.267, 6.729], [-2.460, -1.971, 6.987], [-2.909, -4.218, 5.987], [-2.680, -2.604, 2.232]],
  "forces_ev_per_a": [[-0.14, 0.21, 0.13], [0.05, -0.13, 0.09], [0.01, 0.07, -0.09], [-0.01, 0.04, 0.09], [0.03, 0.03, -0.05], [0.07, -0.28, 0.03], [-0.02, 0.03, -0.02], [-0.04, 0.07, 0.01], [0.02, -0.04, 0.01], [0.00, 0.00, -0.01], [0.00, 0.00, 0.00], [0.04, 0.14, -0.33], [0.10, -0.04, 0.05], [0.01, -0.02, 0.00], [0.04, -0.01, 0.01], [-0.01, 0.00, -0.03], [0.06, 0.00, 0.02], [-0.08, 0.00, -0.05], [-0.08, 0.01, 0.15], [0.07, -0.07, 0.10], [-0.01, 0.03, -0.05], [-0.07, 0.00, 0.03], [0.00, 0.00, -0.02], [-0.01, -0.01, -0.01], [-0.01, 0.01, 0.01], [-0.01, -0.03, 0.02], [0.04, -0.07, 0.01], [-0.05, 0.05, 0.00], [0.03, -0.03, -0.15], [-0.04, 0.01, 0.04], [0.03, -0.02, -0.06], [0.00, -0.01, -0.03], [-0.01, -0.12, 0.10], [0.02, 0.15, -0.04], [0.00, -0.10, 0.00], [0.01, 0.03, -0.07], [0.01, 0.04, 0.06], [-0.01, -0.05, 0.00], [0.01, -0.04, -0.09], [0.00, 0.05, 0.07], [-0.01, 0.01, -0.01], [0.00, 0.02, 0.00], [0.00, -0.01, 0.02], [0.01, 0.01, 0.01], [0.00, 0.01, 0.01], [-0.01, 0.00, 0.01], [0.00, 0.00, 0.01], [0.00, -0.01, -0.01], [-0.01, 0.02, 0.00]],
  "nbo_charge": [1.598, -0.656, -0.406, 0.353, -0.735, -0.399, 0.396, 0.399, 0.416, 0.421, 0.441, -0.828, -0.104, 0.192, -0.222, -0.099, -0.232, 0.064, -0.646, 0.533, 0.213, 0.225, 0.249, 0.252, 0.256, 0.232, -0.233, 0.050, -0.663, 0.063, -0.014, -0.121, -0.201, -0.175, 0.178, -0.261, 0.099, -0.418, 0.254, -0.505, 0.254, 0.215, 0.227, 0.245, 0.235, 0.230, 0.241, 0.221, 0.165]
}



[2]
{
  "formula": "C18H21NO2",
  "method": "ωB97M-V/def2-TZVPD",
  "de_lowest_kcal_mol": 3.9,
  "max_force_ev_per_a": 0.59,
  "homo_ev": -8.38,
  "orbital_gap_ev": 9.1,
  "smiles": "O=C(CCCOc1ccccc1)NCCc1ccccc1",
  "elements": ["O", "C", "C", "C", "C", "O", "C", "C", "C", "C", "C", "C", "N", "C", "C", "C", "C", "C", "C", "C", "C", "H", "H", "H", "H", "H", "H", "H", "H", "H", "H", "H", "H", "H", "H", "H", "H", "H", "H", "H", "H", "H"],
  "positions_angstrom": [[-0.618, -1.446, 1.321], [-1.135, -0.357, 1.444], [-1.561, 0.486, 0.255], [-0.346, 0.729, -0.642], [-0.740, 1.441, -1.938], [-1.669, 0.712, -2.709], [-1.255, -0.375, -3.423], [-2.270, -1.079, -4.072], [-1.975, -2.183, -4.843], [-0.663, -2.608, -4.981], [0.345, -1.912, -4.341], [0.061, -0.801, -3.564], [-1.392, 0.196, 2.655], [-0.864, -0.369, 3.874], [0.320, 0.458, 4.406], [1.335, 0.658, 3.315], [1.438, 1.877, 2.659], [2.328, 2.043, 1.612], [3.122, 0.985, 1.204], [3.025, -0.235, 1.853], [2.140, -0.395, 2.902], [-2.000, 1.432, 0.573], [-2.306, -0.073, -0.315], [0.393, 1.337, -0.115], [0.107, -0.238, -0.864], [0.153, 1.684, -2.527], [-1.259, 2.376, -1.703], [-3.286, -0.734, -3.955], [-2.773, -2.717, -5.338], [-0.430, -3.474, -5.582], [1.371, -2.233, -4.441], [0.873, -0.283, -3.079], [-1.735, 1.143, 2.702], [-0.534, -1.378, 3.619], [-1.655, -0.425, 4.628], [0.763, -0.074, 5.249], [-0.042, 1.426, 4.761], [0.819, 2.708, 2.970], [2.400, 2.999, 1.113], [3.812, 1.111, 0.383], [3.640, -1.064, 1.537], [2.065, -1.350, 3.400]],
  "forces_ev_per_a": [[0.20, -0.30, -0.15], [-0.43, 0.33, -0.25], [0.33, -0.22, -0.11], [-0.32, 0.06, -0.30], [0.41, 0.13, 0.39], [-0.21, -0.23, -0.19], [-0.12, -0.13, -0.14], [0.02, 0.15, 0.13], [-0.02, 0.03, 0.02], [0.12, -0.12, -0.07], [-0.04, -0.11, -0.09], [0.02, 0.30, 0.20], [-0.18, 0.24, 0.47], [0.05, -0.06, 0.18], [-0.13, -0.19, -0.19], [0.04, 0.09, 0.17], [0.02, 0.00, 0.03], [0.06, 0.09, -0.06], [0.06, 0.05, -0.08], [0.05, -0.08, -0.03], [0.01, 0.08, 0.01], [-0.06, 0.03, 0.01], [-0.04, 0.01, 0.10], [0.04, -0.03, -0.04], [0.07, 0.04, 0.04], [-0.11, 0.01, 0.01], [0.12, -0.06, -0.06], [-0.11, 0.04, 0.02], [-0.07, -0.03, -0.03], [0.02, -0.07, -0.05], [0.07, -0.02, 0.00], [0.03, 0.06, 0.07], [0.01, -0.09, -0.19], [-0.08, 0.08, 0.11], [0.09, -0.09, -0.05], [-0.02, 0.06, 0.08], [0.04, 0.00, 0.06], [-0.06, 0.06, 0.06], [0.01, 0.07, -0.04], [0.06, 0.00, -0.06], [0.05, -0.08, -0.03], [-0.03, -0.14, 0.05]],
  "nbo_charge": [-0.632, 0.692, -0.492, -0.429, -0.059, -0.501, 0.298, -0.260, -0.188, -0.247, -0.202, -0.266, -0.619, -0.222, -0.430, -0.025, -0.232, -0.207, -0.225, -0.212, -0.151, 0.193, 0.242, 0.219, 0.233, 0.176, 0.188, 0.221, 0.213, 0.212, 0.211, 0.209, 0.389, 0.236, 0.197, 0.222, 0.202, 0.205, 0.211, 0.213, 0.214, 0.205]
}



[3]
{
  "formula": "C18H21NO6S2",
  "method": "ωB97M-V/def2-TZVPD",
  "de_lowest_kcal_mol": 0.0,
  "max_force_ev_per_a": 2.24,
  "homo_ev": -7.73,
  "orbital_gap_ev": 7.9,
  "smiles": "COc1ccc([C@@H](N(C)C)C2(OC)S(=O)(=O)c3ccccc3S2(=O)=O)cc1",
  "elements": ["C", "O", "C", "C", "C", "C", "C", "N", "C", "C", "C", "O", "C", "S", "O", "O", "C", "C", "C", "C", "C", "C", "S", "O", "O", "C", "C", "H", "H", "H", "H", "H", "H", "H", "H", "H", "H", "H", "H", "H", "H", "H", "H", "H", "H", "H", "H", "H"],
  "positions_angstrom": [[3.437, -2.300, 2.267], [3.106, -0.914, 2.503], [1.910, -0.441, 2.064], [1.519, 0.824, 2.548], [0.222, 1.256, 2.360], [-0.681, 0.508, 1.610], [-2.158, 0.879, 1.505], [-2.905, 0.174, 2.517], [-4.331, -0.036, 2.440], [-2.252, -0.624, 3.517], [-2.354, 2.351, 1.571], [-2.045, 2.794, 2.855], [-2.161, 4.200, 3.224], [-4.076, 2.807, 1.012], [-4.518, 1.818, 0.043], [-4.882, 3.158, 2.167], [-3.706, 4.285, 0.072], [-4.693, 5.170, -0.350], [-4.338, 6.161, -1.266], [-3.027, 6.258, -1.743], [-2.039, 5.377, -1.298], [-2.403, 4.386, -0.388], [-1.272, 3.133, 0.228], [-0.155, 3.842, 0.830], [-1.072, 2.163, -0.829], [-0.247, -0.675, 0.993], [1.020, -1.178, 1.243], [4.403, -2.414, 2.758], [2.698, -2.980, 2.714], [3.525, -2.505, 1.192], [2.212, 1.417, 3.132], [-0.087, 2.158, 2.867], [-2.524, 0.547, 0.516], [-4.558, -0.967, 2.980], [-4.876, 0.775, 2.950], [-4.690, -0.107, 1.405], [-2.994, -0.867, 4.290], [-1.872, -1.578, 3.109], [-1.422, -0.079, 3.987], [-1.800, 4.235, 4.253], [-1.522, 4.830, 2.586], [-3.212, 4.503, 3.186], [-5.700, 5.045, 0.045], [-5.108, 6.848, -1.607], [-2.764, 7.022, -2.472], [-1.009, 5.425, -1.648], [-0.943, -1.210, 0.340], [1.310, -2.152, 0.839]],
  "forces_ev_per_a": [[-0.17, 0.79, -0.03], [0.18, -0.54, -0.27], [-0.85, -0.07, 0.01], [0.27, -0.91, -0.25], [0.23, -0.24, 0.05], [0.00, -0.18, -0.46], [0.09, -2.21, -0.36], [-0.14, 0.02, 0.45], [-0.23, 0.07, 0.00], [0.35, -0.11, 0.32], [0.14, 1.92, 0.57], [-0.64, 0.60, -0.63], [0.02, -0.40, -0.34], [-0.65, 0.26, -0.02], [0.24, 0.81, 0.72], [0.45, -0.27, -0.89], [0.14, -0.24, -0.16], [0.21, -0.10, 0.09], [-0.12, -0.20, 0.22], [0.17, -0.18, 0.13], [-0.10, -0.13, 0.11], [-0.19, -0.22, 0.20], [0.56, 0.52, -0.56], [-0.76, -0.62, -0.40], [-0.07, 0.69, 0.70], [-0.28, 0.52, 0.28], [0.62, 0.12, 0.37], [-0.10, -0.18, -0.13], [0.10, 0.25, -0.07], [0.04, 0.02, 0.22], [0.02, -0.16, 0.02], [0.11, -0.12, -0.21], [0.25, 0.23, 0.16], [-0.12, 0.22, -0.40], [-0.10, -0.22, -0.21], [0.05, -0.09, 0.26], [0.35, 0.14, -0.07], [0.06, 0.12, 0.21], [-0.20, -0.30, -0.02], [-0.08, 0.01, -0.20], [-0.25, -0.22, 0.20], [0.24, 0.03, 0.02], [0.14, 0.20, -0.22], [0.22, -0.06, -0.01], [-0.10, -0.14, 0.19], [-0.27, 0.11, 0.04], [0.25, 0.05, 0.26], [-0.08, 0.42, 0.11]],
  "nbo_charge": [-0.255, -0.500, 0.324, -0.248, -0.199, -0.085, -0.119, -0.483, -0.418, -0.390, -0.120, -0.538, -0.270, 2.107, -0.905, -0.912, -0.224, -0.206, -0.186, -0.186, -0.168, -0.326, 2.115, -0.910, -0.894, -0.103, -0.334, 0.203, 0.183, 0.179, 0.223, 0.242, 0.240, 0.197, 0.194, 0.210, 0.199, 0.171, 0.205, 0.209, 0.199, 0.204, 0.244, 0.229, 0.229, 0.244, 0.209, 0.220]
}



[4]
{
  "formula": "C18H21NO7",
  "method": "ωB97M-V/def2-TZVPD",
  "de_lowest_kcal_mol": 7.0,
  "max_force_ev_per_a": 1.29,
  "homo_ev": -8.32,
  "orbital_gap_ev": 8.1,
  "smiles": "CCOC(=O)CCCNC(=O)COC(=O)/C=C/c1ccc2c(c1)OCO2",
  "elements": ["C", "C", "O", "C", "O", "C", "C", "C", "N", "C", "O", "C", "O", "C", "O", "C", "C", "C", "C", "C", "C", "C", "C", "O", "C", "O", "H", "H", "H", "H", "H", "H", "H", "H", "H", "H", "H", "H", "H", "H", "H", "H", "H", "H", "H", "H", "H"],
  "positions_angstrom": [[-4.438, -1.158, 1.871], [-4.616, -0.996, 3.374], [-3.572, -0.197, 3.940], [-2.383, -0.772, 4.115], [-2.153, -1.936, 3.921], [-1.347, 0.241, 4.560], [-0.801, 0.981, 3.331], [-1.781, 2.043, 2.826], [-1.422, 2.513, 1.509], [-2.155, 2.237, 0.420], [-3.232, 1.679, 0.435], [-1.513, 2.731, -0.889], [-0.394, 1.938, -1.272], [0.797, 2.217, -0.724], [0.953, 3.077, 0.122], [1.885, 1.389, -1.240], [1.706, 0.421, -2.153], [2.716, -0.445, -2.718], [4.065, -0.367, -2.362], [5.026, -1.203, -2.913], [4.601, -2.128, -3.839], [3.254, -2.221, -4.208], [2.302, -1.401, -3.668], [3.110, -3.215, -5.137], [4.401, -3.747, -5.342], [5.325, -3.056, -4.525], [-4.317, -0.188, 1.394], [-5.310, -1.654, 1.454], [-3.558, -1.763, 1.665], [-4.620, -1.973, 3.868], [-5.535, -0.456, 3.608], [-1.798, 0.951, 5.253], [-0.540, -0.299, 5.055], [0.149, 1.455, 3.586], [-0.611, 0.258, 2.534], [-2.787, 1.626, 2.751], [-1.801, 2.892, 3.518], [-0.511, 2.944, 1.386], [-2.238, 2.626, -1.697], [-1.206, 3.777, -0.776], [2.848, 1.627, -0.815], [0.700, 0.255, -2.516], [4.379, 0.364, -1.635], [6.063, -1.136, -2.633], [1.268, -1.484, -3.960], [4.686, -3.630, -6.399], [4.407, -4.817, -5.079]],
  "forces_ev_per_a": [[0.10, 0.14, 0.33], [-0.26, -0.46, -0.29], [-0.15, 0.34, 0.07], [0.44, 0.08, 0.38], [-0.04, -0.15, -0.10], [0.02, -0.15, -0.18], [-0.20, 0.11, 0.06], [-0.10, -0.20, -0.02], [0.37, 0.20, 0.45], [0.41, 0.32, -0.44], [-0.40, -0.20, -0.13], [-0.38, 0.30, 0.14], [0.12, -0.27, -0.12], [-0.06, 0.25, 0.17], [0.09, -0.08, -0.21], [0.06, -0.36, -0.32], [-0.25, 0.58, 0.48], [0.55, -0.37, -0.22], [-0.33, 0.06, -0.02], [0.11, -0.30, -0.25], [-0.72, 0.13, -0.03], [0.64, 0.11, 0.23], [0.16, -0.08, -0.04], [-0.36, 0.29, 0.18], [0.27, -0.96, -0.81], [0.19, 0.33, 0.34], [-0.03, 0.03, -0.04], [-0.11, -0.08, -0.06], [0.03, -0.06, -0.05], [-0.06, 0.18, -0.01], [0.12, -0.08, 0.02], [0.01, 0.00, 0.08], [-0.12, -0.01, 0.02], [0.04, -0.05, -0.04], [0.06, 0.03, -0.02], [0.15, 0.15, 0.07], [-0.07, -0.08, 0.01], [-0.23, -0.06, -0.18], [0.09, 0.01, 0.21], [-0.04, -0.15, -0.08], [0.07, 0.00, 0.03], [-0.10, 0.03, 0.00], [0.04, 0.09, 0.09], [0.14, 0.02, 0.05], [-0.17, 0.00, -0.03], [-0.08, 0.06, 0.26], [-0.02, 0.28, 0.02]],
  "nbo_charge": [-0.651, -0.074, -0.515, 0.802, -0.605, -0.499, -0.392, -0.239, -0.616, 0.648, -0.631, -0.161, -0.498, 0.772, -0.634, -0.328, -0.080, -0.107, -0.164, -0.256, 0.242, 0.295, -0.250, -0.487, 0.235, -0.469, 0.245, 0.212, 0.219, 0.194, 0.189, 0.222, 0.234, 0.208, 0.214, 0.245, 0.192, 0.429, 0.219, 0.207, 0.218, 0.221, 0.213, 0.232, 0.228, 0.161, 0.162]
}



Number 1: lowest unoccupied orbital energy -0.1987 Ha, E_tot -90725.8488 eV. Number 2: lowest unoccupied orbital energy 0.0259 Ha, E_tot -24592.4684 eV. Number 3: lowest unoccupied orbital energy 0.0058 Ha, E_tot -54448.6868 eV. Number 4: lowest unoccupied orbital energy -0.0093 Ha, E_tot -34829.4981 eV.